Computed, not measured: a molecular structure, C14H36Cl2O4P3Tl at a distorted geometry, with ωB97M-V/def2-TZVPD.

Each line ends with the Löwdin charge.
Geometry (Å):
C: -0.707 -0.203 -4.477  -0.0239
C: -0.743 -0.382 -3.024  -0.4081
H: -1.727 -0.089 -4.863  0.1209
H: -0.235 -1.093 -4.926  0.1158
H: -0.095 0.671 -4.749  0.0827
O: -1.577 -0.726 -2.239  0.1116
Cl: 2.934 -0.217 -3.795  -0.0461
Tl: 1.313 -0.008 -1.854  0.3603
P: 1.081 -2.669 -1.432  0.7626
C: -0.107 -3.484 -0.332  -0.2140
C: 0.904 -3.605 -2.984  -0.2255
H: 1.197 -4.647 -2.785  0.0748
H: 2.697 -4.378 -0.969  0.0724
H: 1.569 -3.176 -3.749  0.0518
H: 3.492 -2.821 -1.403  0.0622
H: -1.126 -3.169 -0.591  0.0611
H: -0.140 -3.571 -3.333  0.0648
C: 2.680 -3.289 -0.824  -0.2286
H: -0.022 -4.572 -0.465  0.0809
H: 2.799 -3.044 0.242  0.0622
H: 0.093 -3.219 0.716  0.0400
P: 0.819 2.570 -1.647  0.7444
C: -0.306 3.430 -0.511  -0.2068
C: 2.434 3.302 -1.216  -0.2448
H: 1.198 2.959 -4.009  0.0648
H: 0.601 4.417 -3.143  0.0745
H: -0.546 3.100 -3.588  0.0640
C: 0.480 3.330 -3.261  -0.2315
H: 3.233 2.759 -1.745  0.0603
H: 2.428 4.353 -1.539  0.0745
H: -0.291 4.501 -0.762  0.0820
H: 0.004 3.290 0.537  0.0530
H: 2.600 3.239 -0.132  0.0445
H: -1.335 3.064 -0.630  0.0498
Cl: 2.150 0.461 0.944  0.2418
C: 0.390 -2.634 4.157  -0.0595
C: -0.537 -1.788 3.330  -0.2197
O: 0.304 -1.193 2.259  -0.3461
P: -0.081 0.029 1.319  0.4863
O: -0.332 1.329 2.216  -0.3575
C: 0.312 1.537 3.536  -0.2286
C: -0.754 2.148 4.405  -0.0558
O: -1.619 -0.224 0.836  -0.2853
C: -2.736 0.639 1.364  -0.2142
C: -3.687 0.861 0.226  -0.0661
H: 0.803 -3.478 3.593  0.0860
H: -0.179 -3.050 4.994  0.0979
H: 1.225 -2.050 4.564  0.0921
H: -1.332 -2.397 2.877  0.1286
H: -0.968 -0.980 3.929  0.1135
H: 0.650 0.562 3.911  0.1055
H: 1.172 2.196 3.386  0.1198
H: -1.614 1.470 4.452  0.0820
H: -0.349 2.335 5.406  0.0992
H: -1.111 3.110 4.016  0.0912
H: -3.178 0.096 2.214  0.1331
H: -2.302 1.580 1.708  0.1014
H: -3.922 -0.063 -0.309  0.0878
H: -4.619 1.280 0.615  0.0964
H: -3.282 1.600 -0.464  0.0636

Results
net charge: +2
energy relative to the best compared isomer or geometry (same formula, charge and spin): 18.49 kcal per mole
HOMO energy (spin up / spin down): -14.86 / -13.94 eV
Kohn-Sham gap (spin up / spin down): 7.27 / 5.52 eV
electronic energy: -80882.630 eV
LUMO level (spin up / spin down): -0.27869 / -0.30952 Ha



Computed, not measured: a molecular structure, CH2O2S3 at a distorted geometry, with ωB97M-V/def2-TZVPD.

Each line ends with the natural charge from an NBO analysis.
Geometry (Å):
C: 0.414 -0.521 -0.545  -0.5903
O: -0.563 1.285 1.177  -0.9098
O: -1.123 -1.131 1.548  -0.8885
S: -1.844 0.041 -1.088  -0.2134
S: 1.708 0.519 -0.945  0.1927
S: -0.803 -0.038 0.659  1.9774
H: 0.588 -1.508 -0.919  0.2610
H: 1.624 1.352 0.114  0.1709

Results
net charge: 0
energy relative to the best compared isomer or geometry (same formula, charge and spin): 38.33 kcal per mole
HOMO energy (spin up / spin down): -9.87 / -9.87 eV
Kohn-Sham gap (spin up / spin down): 8.17 / 8.17 eV
electronic energy: -37667.545 eV
LUMO level (spin up / spin down): -0.06269 / -0.06269 Ha



Computed, not measured: a molecular structure, C9H18AuBrN7OP at a distorted geometry, with ωB97M-V/def2-TZVPD.

Each line ends with the natural charge from an NBO analysis.
Geometry (Å):
Au: -0.473 0.732 -0.021  1.2866
Br: 1.551 -0.721 -0.996  -0.2028
C: 2.226 -0.109 3.455  -0.9930
P: 1.478 1.371 2.722  1.9094
C: 2.693 2.279 1.730  -1.0003
C: 0.893 2.453 4.057  -0.9800
O: 0.253 0.955 1.904  -1.0989
H: 3.024 0.173 4.137  0.2771
H: 2.630 -0.746 2.669  0.2713
H: 1.455 -0.652 4.000  0.2720
H: 3.489 2.640 2.374  0.2822
H: 2.197 3.123 1.250  0.2673
H: 3.120 1.626 0.970  0.2722
H: 1.750 2.818 4.617  0.2774
H: 0.244 1.885 4.721  0.2717
H: 0.341 3.293 3.640  0.2718
N: -1.359 -2.803 -0.342  -0.7707
C: -1.883 -2.360 0.805  0.3930
C: -2.565 -3.265 1.666  -0.2624
C: -3.014 -2.832 2.888  -0.1108
C: -2.827 -1.499 3.246  -0.2669
C: -2.204 -0.659 2.329  0.0543
N: -1.762 -1.072 1.158  -0.5507
H: -1.469 -3.769 -0.606  0.4248
H: -0.676 -2.259 -0.849  0.4066
H: -2.644 -4.298 1.370  0.2407
H: -3.502 -3.519 3.568  0.2521
H: -3.214 -1.101 4.169  0.2496
H: -2.118 0.399 2.520  0.2103
N: -1.881 2.448 -4.779  -0.5716
N: -1.802 1.633 -3.745  0.2421
N: -2.488 0.514 -3.692  -0.2166
C: -2.210 0.046 -2.497  0.1791
N: -1.378 0.872 -1.854  -0.3664
N: -1.121 1.878 -2.673  -0.0472
H: -2.264 2.046 -5.626  0.4392
H: -1.196 3.189 -4.841  0.4324
H: -2.601 -0.860 -2.089  0.2550

Results
net charge: +2
HOMO energy (spin up / spin down): -14.37 / -14.25 eV
Kohn-Sham gap (spin up / spin down): 3.74 / 3.47 eV
electronic energy: -105109.451 eV
LUMO level (spin up / spin down): -0.39090 / -0.39637 Ha



Computed, not measured: a molecular structure, C27H18F15N8O4SSbZr, with ωB97M-V/def2-TZVPD.

Each line ends with the Löwdin spin population.
Geometry (Å):
Zr: 2.491 -0.635 -0.621  0.0000
N: -2.042 -0.609 1.683  0.0000
C: -2.298 0.669 2.121  0.0000
C: -2.099 1.484 1.062  0.0000
N: -1.737 0.694 -0.009  0.0000
C: -1.698 -0.582 0.389  0.0000
C: -1.335 -1.736 -0.420  0.0000
N: -0.259 -1.777 -1.166  0.0000
C: -0.262 -3.015 -1.750  0.0000
C: -1.367 -3.714 -1.350  0.0000
N: -2.047 -2.890 -0.497  0.0000
H: -1.995 -1.439 2.256  0.0000
H: -2.595 0.884 3.131  0.0000
H: -2.199 2.551 0.967  0.0000
H: 0.533 -3.322 -2.404  0.0000
H: -1.717 -4.702 -1.590  0.0000
H: -2.930 -3.093 -0.059  0.0000
F: 1.175 -4.459 0.898  0.0000
C: 1.042 -3.678 1.970  0.0000
F: 1.103 -4.434 3.059  0.0000
F: -0.203 -3.148 1.918  0.0000
C: 2.102 -2.540 1.947  0.0000
O: 1.742 -1.635 0.995  0.0000
C: 2.151 -1.857 3.347  0.0000
F: 2.753 -2.618 4.255  0.0000
F: 0.895 -1.610 3.781  0.0000
F: 2.775 -0.687 3.277  0.0000
C: 3.514 -3.143 1.635  0.0000
F: 4.479 -2.336 2.066  0.0000
F: 3.689 -4.346 2.169  0.0000
F: 3.650 -3.244 0.301  0.0000
F: 2.382 -1.980 -2.108  0.0000
Sb: 4.427 -0.833 -3.512  0.0000
F: 1.545 0.494 -1.905  0.0000
F: 3.915 0.200 0.352  0.0000
F: 6.275 -0.498 -3.623  0.0000
F: 3.975 0.928 -2.970  0.0000
F: 4.588 -1.184 -1.592  0.0000
C: -1.448 1.198 -1.376  0.0000
C: -2.250 2.437 -1.653  0.0000
C: -1.641 3.686 -1.609  0.0000
C: -2.377 4.836 -1.853  0.0001
C: -3.734 4.731 -2.140  0.0000
C: -4.352 3.482 -2.189  0.0000
C: -3.608 2.343 -1.948  0.0000
C: -4.506 5.918 -2.395  0.0001
N: -5.125 6.863 -2.601  0.0000
H: -0.376 1.371 -1.446  0.0000
H: -1.687 0.390 -2.063  0.0000
H: -0.580 3.763 -1.397  0.0000
H: -1.902 5.810 -1.828  0.0001
H: -5.405 3.415 -2.427  0.0000
H: -4.084 1.370 -2.004  0.0000
O: -1.683 9.305 2.190  0.0720
S: -1.831 8.144 1.380  0.0766
O: -1.035 7.999 0.203  0.0741
O: -3.000 7.327 1.523  0.1131
C: -0.644 6.713 2.669  0.4096
N: -0.511 7.071 3.890  0.1124
C: 0.135 6.166 4.645  0.0273
C: 0.564 4.965 4.099  -0.0090
C: 0.314 4.739 2.749  0.0231
N: -0.310 5.664 2.005  0.0931
C: 0.697 3.505 2.032  0.0018
C: 1.111 3.582 0.710  0.0006
C: 1.470 2.423 0.055  -0.0001
N: 1.390 1.214 0.623  0.0004
C: 0.970 1.140 1.886  0.0001
C: 0.631 2.256 2.633  0.0010
H: 0.297 6.419 5.685  0.0006
H: 1.099 4.244 4.700  0.0026
H: 1.173 4.537 0.207  0.0002
H: 1.823 2.448 -0.968  0.0000
H: 0.915 0.150 2.312  0.0000
H: 0.300 2.135 3.655  0.0000

Results
net charge: +1
energy relative to the best compared isomer or geometry (same formula, charge and spin): 15.83 kcal per mole
2S+1: 2
HOMO energy (spin up / spin down): -12.31 / -12.31 eV
Kohn-Sham gap (spin up / spin down): 8.63 / 7.09 eV
⟨S²⟩: 0.75
electronic energy: -107820.085 eV
LUMO level (spin up / spin down): -0.13524 / -0.19193 Ha



Computed, not measured: a single C5H7FOS molecule at a distorted geometry, with ωB97M-V/def2-TZVPD.

Each line ends with the natural charge from an NBO analysis.
Geometry (Å):
C: 2.415 -1.041 0.598  -0.7604
S: 0.929 -1.272 -0.407  0.2787
C: 0.111 0.233 -0.160  -0.1570
C: -1.200 0.387 0.129  -0.3222
C: -2.152 -0.698 0.100  0.3709
O: -3.377 -0.534 0.148  -0.5198
C: 0.980 1.419 -0.170  0.0083
F: 0.326 2.608 0.030  -0.3461
H: 2.194 -0.594 1.602  0.2315
H: 2.830 -2.042 0.734  0.2440
H: 3.156 -0.424 0.024  0.2215
H: -1.526 1.410 0.303  0.2459
H: -1.775 -1.754 -0.027  0.1301
H: 1.877 1.339 0.613  0.1868
H: 1.530 1.409 -1.175  0.1879

Results
net charge: 0
energy relative to the best compared isomer or geometry (same formula, charge and spin): 20.93 kcal per mole
HOMO energy: -9.13 eV
SMILES string: CS/C(=C\C=O)CF
Kohn-Sham gap: 9.01 eV
electronic energy: -20897.170 eV
LUMO level: -0.00438 Ha